[1]
The following is a quantum chemistry calculation of the molecule C5H5F2N, from OMol25.

Cartesian coordinates (Å):
C 0.200 1.869 -0.091
N 0.262 0.461 -0.006
C 0.096 -0.273 1.163
C -0.210 -1.604 0.855
C -0.216 -1.670 -0.527
F -0.531 -2.937 -1.097
C 0.079 -0.465 -1.125
F 0.389 0.063 -2.348
H -0.826 2.001 -0.206
H 0.683 2.302 0.752
H 0.648 2.319 -0.937
H 0.153 0.250 2.080
H -0.728 -2.318 1.486

The LUMO energy comes out at 0.784 eV. The calculation puts the gap between HOMO and LUMO at 9.40 eV. Its HOMO energy is -8.615 eV. As for the total energy: -12189.0881 eV.

Atomic partial charges in e from the Mulliken method, atoms 1 to 8: number 1, C, carries -0.931; number 2, N, carries 0.116; number 3, C, carries -0.257; number 4, C, carries -0.621; number 5, C, carries 0.619; number 6, F, carries -0.295; number 7, C, carries -0.136; number 8, F, carries -0.266

[2]
The following is a quantum chemistry calculation of the molecule C5H5FN2O2, from OMol25.

Cartesian coordinates (Å):
C -0.775 1.164 -0.385
C -0.195 0.019 -0.731
C 0.762 -0.738 0.059
C 0.783 -0.850 1.395
N -0.035 -0.196 2.280
C -1.272 -0.177 2.320
F -1.925 0.588 3.175
N -2.232 -0.953 1.470
O -1.839 -2.027 1.084
O -3.290 -0.429 1.227
H -1.478 1.648 -1.044
H -0.544 1.687 0.531
H -0.420 -0.418 -1.698
H 1.524 -1.264 -0.497
H 1.566 -1.398 1.901

The LUMO energy comes out at -0.945 eV. The calculation puts the gap between HOMO and LUMO at 8.07 eV. Its HOMO energy is -9.010 eV. As for the total energy: -15053.7005 eV.

Atomic partial charges in e from the Mulliken method, atoms 1 to 8: number 1, C, carries -0.743; number 2, C, carries -0.144; number 3, C, carries -0.184; number 4, C, carries -0.266; number 5, N, carries -0.383; number 6, C, carries 0.343; number 7, F, carries -0.220; number 8, N, carries 1.051

[3]
The following is a quantum chemistry calculation of the ion C5H5FN4 with charge +2, from OMol25.

Cartesian coordinates (Å):
C -2.222 3.177 -1.566
C -0.819 1.171 -2.024
C 0.213 -1.382 1.757
C 0.317 0.225 -0.027
C 1.061 1.058 0.675
N -1.676 2.155 -1.623
N -0.119 0.452 -1.321
N 1.053 -0.776 2.437
N -0.223 -0.910 0.585
F 2.194 1.591 1.000
H -2.841 3.931 -1.386
H -0.982 0.887 -3.101
H -0.375 -2.237 2.311
H 1.640 -1.064 3.216
H -0.918 -1.419 -0.068

The LUMO energy (alpha / beta) comes out at -10.645 / -10.645 eV. The calculation puts the gap between HOMO and LUMO (alpha / beta) at 7.18 / 7.18 eV. Its charge is +2. Its HOMO energy (alpha / beta) is -17.826 / -17.825 eV. As for the total energy: -13918.0226 eV.

Atomic partial charges in e from the Mulliken method, atoms 1 to 8: number 1, C, carries 0.099; number 2, C, carries 0.039; number 3, C, carries 0.134; number 4, C, carries 0.099; number 5, C, carries 0.492; number 6, N, carries 0.150; number 7, N, carries -0.228; number 8, N, carries -0.453

[4]
The following is a quantum chemistry calculation of the molecule C5H5FO, from OMol25.

Cartesian coordinates (Å):
F -1.225 1.159 2.228
C -0.561 1.389 1.076
C -0.162 0.378 0.294
C -0.348 -1.056 0.518
C 0.218 -1.684 -0.513
O 0.782 -0.872 -1.445
C 0.581 0.488 -1.007
H -0.412 2.429 0.870
H -0.842 -1.499 1.392
H 0.343 -2.718 -0.706
H 1.577 0.954 -0.905
H 0.049 1.031 -1.802

The LUMO energy comes out at 0.961 eV. The calculation puts the gap between HOMO and LUMO at 8.98 eV. Its HOMO energy is -8.015 eV. As for the total energy: -10029.3705 eV.

Atomic partial charges in e from the Mulliken method, atoms 1 to 8: number 1, F, carries -0.253; number 2, C, carries -0.284; number 3, C, carries 0.605; number 4, C, carries -0.527; number 5, C, carries -0.399; number 6, O, carries -0.375; number 7, C, carries -0.451; number 8, H, carries 0.374

[5]
The following is a quantum chemistry calculation of a structure of composition C5H5FO4Tl, from OMol25.

Cartesian coordinates (Å):
C -0.416 -1.416 2.006
H 1.373 -1.131 -0.914
H -0.020 -2.268 2.561
C -1.471 -0.746 2.530
O -1.742 0.533 2.412
Tl -1.779 1.818 1.138
H -2.181 -1.306 3.158
O 0.059 1.289 -2.459
O 0.896 0.823 -0.513
O -1.042 1.926 -0.617
C 0.947 0.259 -2.688
C 1.559 -0.093 -1.386
C -0.052 1.463 -1.157
H 1.136 -0.056 -3.706
H -0.156 -1.311 0.952
F 2.891 0.217 -1.318

The LUMO energy (alpha / beta) comes out at -11.607 / -10.933 eV. Its expectation value of S² is 1.630. As for the multiplicity: 2. The calculation puts the gap between HOMO and LUMO (alpha / beta) at 5.20 / 8.75 eV. Its charge is +2. Its HOMO energy (alpha / beta) is -16.811 / -19.685 eV. As for the total energy: -20840.5410 eV.

Atomic partial charges in e from the Mulliken method, atoms 1 to 8: number 1, C, carries -0.472; number 2, H, carries 0.155; number 3, H, carries 0.343; number 4, C, carries 0.441; number 5, O, carries -0.300; number 6, Tl, carries 0.822; number 7, H, carries 0.391; number 8, O, carries -0.220

[6]
The following is a quantum chemistry calculation of the molecule C5H5FOS, from OMol25.

Cartesian coordinates (Å):
C 1.009 -1.547 -0.750
C 1.178 -0.328 -0.233
F 2.320 -0.144 0.455
C 0.217 0.775 -0.120
C 0.521 1.959 0.423
S -1.410 0.539 -0.825
C -2.205 -0.507 0.348
O -1.673 -0.920 1.351
H 0.140 -1.850 -1.304
H 1.818 -2.254 -0.672
H 1.480 2.077 0.908
H -0.136 2.818 0.372
H -3.261 -0.617 0.046

The LUMO energy comes out at 0.249 eV. The calculation puts the gap between HOMO and LUMO at 9.58 eV. Its HOMO energy is -9.331 eV. As for the total energy: -20864.6190 eV.

Atomic partial charges in e from the Mulliken method, atoms 1 to 8: number 1, C, carries -0.807; number 2, C, carries 0.643; number 3, F, carries -0.274; number 4, C, carries 0.149; number 5, C, carries -0.717; number 6, S, carries -0.115; number 7, C, carries 0.112; number 8, O, carries -0.429

[7]
The following is a quantum chemistry calculation of the molecule C5H5FS2, from OMol25.

Cartesian coordinates (Å):
C 2.175 -1.884 -0.289
C 1.515 -0.726 -0.084
C 2.103 0.645 -0.369
C 1.484 1.809 -0.097
F 0.309 2.037 0.493
S -0.164 -0.989 0.614
C -1.236 0.052 -0.403
S -2.853 -0.070 -0.246
H 1.707 -2.903 -0.073
H 3.219 -1.880 -0.637
H 3.159 0.639 -0.657
H 1.953 2.740 -0.315
H -0.791 0.635 -1.191

The LUMO energy comes out at -0.176 eV. The calculation puts the gap between HOMO and LUMO at 8.47 eV. Its HOMO energy is -8.648 eV. As for the total energy: -29651.5827 eV.

Atomic partial charges in e from the Mulliken method, atoms 1 to 8: number 1, C, carries -0.782; number 2, C, carries 0.705; number 3, C, carries -0.437; number 4, C, carries -0.257; number 5, F, carries -0.194; number 6, S, carries -0.042; number 7, C, carries -0.205; number 8, S, carries -0.206

[8]
The following is a quantum chemistry calculation of the molecule C5H5IN4, from OMol25.

Cartesian coordinates (Å):
C 1.106 -1.180 0.227
C 0.048 -0.273 -0.037
C -0.211 1.106 -0.229
C -0.952 -1.204 -0.201
C 0.945 1.987 0.083
N -1.391 1.365 -0.650
N -0.638 -2.470 -0.175
N 0.695 -2.428 0.129
N -2.337 0.495 -0.832
I -3.947 0.462 0.386
H 2.073 -0.997 0.614
H 1.147 1.564 1.022
H 1.686 1.794 -0.640
H 0.537 2.955 -0.031
H 1.239 -3.173 0.334

The LUMO energy (alpha / beta) comes out at -0.488 / -0.490 eV. The calculation puts the gap between HOMO and LUMO (alpha / beta) at 7.70 / 7.89 eV. Its HOMO energy (alpha / beta) is -8.192 / -8.380 eV. As for the total energy: -19320.9863 eV.

Atomic partial charges in e from the Mulliken method, atoms 1 to 8: number 1, C, carries -0.706; number 2, C, carries 0.943; number 3, C, carries 0.538; number 4, C, carries 0.084; number 5, C, carries -1.476; number 6, N, carries -0.168; number 7, N, carries -0.770; number 8, N, carries 0.299

[9]
The following is a quantum chemistry calculation of a structure of composition C5H5IO2, from OMol25.

Cartesian coordinates (Å):
C 0.016 0.078 -1.366
C 0.101 0.269 0.160
C -0.826 -1.069 -1.158
C 0.530 1.186 1.078
C -0.859 -0.853 0.378
O -1.473 -1.896 -1.785
O 1.445 1.991 0.772
I 0.459 0.292 2.939
H 0.956 -0.437 -1.875
H -0.490 0.595 -2.241
H -0.393 -1.594 1.060
H -1.746 -0.769 0.884
H 2.281 2.206 1.153

The LUMO energy comes out at 0.256 eV. The calculation puts the gap between HOMO and LUMO at 8.95 eV. Its HOMO energy is -8.691 eV. As for the total energy: -17457.7034 eV.

Atomic partial charges in e from the Mulliken method, atoms 1 to 8: number 1, C, carries -0.479; number 2, C, carries 0.303; number 3, C, carries 0.425; number 4, C, carries 0.245; number 5, C, carries -1.121; number 6, O, carries -0.591; number 7, O, carries -0.472; number 8, I, carries 0.026